1.
ORCA calculation (ωB97M-V with the def2-TZVPD basis set) on a cluster of 2 separate species, C4H12O3 in total at a distorted geometry.

```
19
Properties=species:S:1:pos:R:3:forces:R:3
C -0.09718 2.08423 -0.28930 0.224 -0.128 0.007
C 0.92530 1.22745 0.44514 -0.392 0.026 1.089
C 0.21763 0.32314 1.53631 0.339 0.700 -1.321
O 0.97585 -0.77855 1.93533 0.494 -0.993 -0.465
H 0.39459 2.75350 -0.99173 -0.041 0.076 -0.081
H -0.65926 2.68919 0.41609 -0.109 0.122 0.092
H -0.80366 1.45805 -0.83032 -0.079 -0.018 -0.093
H 1.56517 0.68731 -0.26242 -0.199 -0.328 0.076
H 1.63356 1.86548 0.97692 0.058 0.040 -0.010
H 0.03965 0.92973 2.42631 -0.055 -0.026 -0.102
H -0.75397 0.01021 1.12901 -0.053 0.044 0.105
H 1.07523 -1.38529 1.16191 -0.124 0.531 0.910
O 0.54909 -1.81897 -0.78808 0.752 1.437 0.128
C -0.82885 -2.03651 -0.87839 -0.402 -0.212 0.275
O -1.47112 -1.03006 -1.59978 -0.122 0.141 -0.211
H 0.69953 -0.83882 -0.64277 -0.403 -1.505 -0.372
H -1.29601 -2.03365 0.11466 0.036 0.036 -0.136
H -0.95960 -3.02496 -1.33243 0.078 0.110 0.024
H -1.20594 -1.08148 -2.52646 -0.002 -0.052 0.085
```
Positions in Å, forces in eV/Å.

Calculated values
net charge = 0
Kohn-Sham gap = 10.79 eV
highest occupied orbital energy = -10.040 eV
total energy = -10484.397 eV
2S+1 = 1
SMILES = CCCO.OCO
ΔE to the lowest compared entry with this formula, charge and spin = 71.6 kJ/mol

=====

2.
ORCA calculation (ωB97M-V with the def2-TZVPD basis set) on a cluster of 2 separate species, C8H19NO7S in total.

```
36
Properties=species:S:1:pos:R:3:forces:R:3
N -2.13047 -2.28040 0.37235 0.261 -0.164 -0.020
C -0.86372 -2.42948 -0.32509 -0.490 0.534 0.170
O -0.46380 -3.78899 -0.12440 0.268 -0.074 0.155
S 1.09682 -4.19331 -0.32602 0.261 0.012 -0.072
O 1.70085 -3.14136 -1.12463 -0.173 -0.054 0.138
O 1.68062 -4.06520 1.19640 -0.396 -0.064 -0.227
C 1.39137 -2.94449 2.03473 0.240 0.223 0.398
C 2.29107 -1.74803 1.72563 -0.258 0.068 -0.014
C 1.86055 -0.45371 2.37950 0.334 0.450 -0.107
O 2.25264 0.61975 2.02534 -0.183 -0.394 0.116
O 1.04180 -0.58346 3.48672 -0.193 -0.141 -0.121
H -2.03047 -2.59349 1.33294 -0.045 0.060 -0.022
H -2.39272 -1.30077 0.38005 -0.052 -0.013 -0.063
H -1.02878 -2.22882 -1.38398 0.129 -0.115 -0.016
H -0.09108 -1.74793 0.03920 0.157 -0.091 -0.095
H 1.57532 -3.28326 3.05620 -0.026 -0.063 -0.138
H 0.33034 -2.69706 1.98951 -0.033 -0.023 -0.187
H 3.30492 -1.96107 2.07451 0.004 0.035 -0.118
H 2.33688 -1.54319 0.65668 0.101 -0.142 0.005
H 0.11678 -0.59741 3.20354 0.086 0.068 0.149
C 0.19636 4.11419 -0.42753 0.033 0.030 -0.036
O 0.13247 3.79635 -1.80690 -0.087 -0.028 0.058
C 0.48344 2.45479 -2.09533 0.064 0.084 -0.062
C -0.73456 1.59063 -2.33235 0.022 -0.119 0.038
O -1.52688 1.46384 -1.16082 -0.031 -0.060 0.068
C -2.67222 2.29689 -1.15681 0.003 -0.009 0.006
H -0.27920 5.08472 -0.29713 0.015 0.011 -0.016
H -0.32604 3.37359 0.18239 -0.009 -0.005 0.005
H 1.23581 4.18137 -0.09076 -0.002 -0.028 0.021
H 1.08608 2.03334 -1.28424 0.005 -0.018 0.005
H 1.09330 2.45770 -3.00396 0.006 -0.013 0.013
H -0.40231 0.58790 -2.61965 -0.009 0.007 -0.009
H -1.33212 1.99709 -3.15398 -0.001 0.023 -0.003
H -3.43456 1.91608 -1.84512 0.008 0.028 -0.020
H -2.42127 3.32369 -1.43099 -0.001 0.007 0.000
H -3.07722 2.28950 -0.14600 -0.005 -0.023 0.002
```
Positions in Å, forces in eV/Å.

Calculated values
net charge = 0
Kohn-Sham gap = 9.60 eV
highest occupied orbital energy = -9.410 eV
total energy = -35259.563 eV
2S+1 = 1

=====

3.
ORCA calculation (ωB97M-V with the def2-TZVPD basis set) on the molecule C3H4O3 at a distorted geometry.

```
10
Properties=species:S:1:pos:R:3:forces:R:3
O -1.76401 -0.40968 -0.89621 4.526 -0.190 -0.330
C -0.56802 -0.08245 -0.94822 -5.901 4.963 -1.574
O -0.36537 1.17089 -1.69428 4.787 -1.709 -1.228
C 0.46066 -0.18573 0.05609 0.564 -3.172 -4.335
C 0.05427 -0.22370 1.33198 -3.303 -1.125 6.172
O 0.36538 -1.52708 0.56904 -0.427 1.863 2.511
H 0.73412 1.29152 -2.01263 -4.864 -0.637 1.572
H 1.43509 -0.03426 -0.22328 2.201 1.232 -0.695
H -1.09754 -0.03470 1.64609 2.876 -0.742 -1.127
H 0.74542 0.03518 2.17142 -0.458 -0.485 -0.967
```
Positions in Å, forces in eV/Å.

Calculated values
net charge = 0
Kohn-Sham gap = 11.12 eV
highest occupied orbital energy = -10.890 eV
total energy = -9314.541 eV
2S+1 = 1
SMILES = O=C(O)[C@H]1CO1
ΔE to the lowest compared entry with this formula, charge and spin = 401.4 kJ/mol

=====

4.
ORCA calculation (ωB97M-V with the def2-TZVPD basis set) on a structure of composition C26H34FN4O4PPd.

```
71
Properties=species:S:1:pos:R:3:forces:R:3
Pd -3.68037 0.29513 0.06385 -0.893 0.123 0.023
C 2.56960 3.29266 3.40408 -0.004 -0.015 0.000
C 1.99645 1.92387 3.73236 0.004 0.020 -0.010
N 1.03571 1.46127 2.71471 0.062 -0.009 -0.015
C -0.26618 1.66640 2.92495 -0.089 -0.027 -0.033
C -1.27555 1.33132 2.05498 0.014 0.027 0.087
C -2.66612 1.70146 2.52667 -0.197 -0.101 -0.050
O -2.78863 2.20854 3.62345 0.052 0.032 0.004
O -3.65402 1.46116 1.72729 -0.201 -0.029 0.105
C -0.93468 0.71672 0.83370 -0.049 0.151 -0.058
O -1.73105 0.35807 -0.08860 0.582 -0.229 -0.060
C 0.48040 0.49677 0.58883 0.145 0.000 0.026
C 0.89626 -0.11491 -0.59974 -0.052 0.002 -0.024
C 2.22021 -0.32724 -0.83817 0.008 0.013 0.083
F 2.56975 -0.96287 -1.97410 0.080 0.016 -0.026
C 3.22389 0.07414 0.06718 -0.075 0.050 -0.005
C 2.80765 0.68127 1.24096 0.028 0.002 -0.050
C 1.44999 0.87860 1.52615 -0.024 -0.006 -0.006
N 4.60132 -0.08294 -0.18291 0.053 -0.034 0.001
C 5.46989 -0.59985 0.86432 -0.010 -0.020 -0.023
C 6.73352 0.26291 0.91372 -0.024 -0.009 0.020
N 7.01970 0.75302 -0.48819 0.003 0.005 0.006
C 6.63373 -0.28296 -1.50267 -0.007 -0.016 -0.004
C 5.10631 -0.40342 -1.51739 -0.013 0.048 0.008
H 3.27183 3.59404 4.18046 0.002 0.004 -0.001
H 1.77582 4.03785 3.35969 0.002 0.002 0.002
H 3.08923 3.29772 2.44534 0.001 -0.001 -0.001
H 1.45752 1.95200 4.67663 -0.006 0.001 -0.003
H 2.77008 1.16509 3.84158 0.000 -0.007 0.004
H -0.55190 2.13875 3.85734 0.009 0.001 0.004
H 0.15841 -0.44533 -1.32040 0.044 0.048 0.024
H 3.55740 1.04530 1.92665 -0.002 0.004 0.016
H 5.72556 -1.64861 0.67570 0.003 -0.002 0.006
H 4.97685 -0.56996 1.83082 -0.007 0.007 0.002
H 7.60333 -0.29427 1.25611 0.004 -0.002 -0.014
H 6.60507 1.14662 1.53517 0.011 -0.003 0.005
H 8.00303 1.00863 -0.58253 -0.004 0.004 0.006
H 6.46779 1.59562 -0.65784 0.003 -0.002 -0.004
H 7.12341 -1.20503 -1.19618 0.012 0.001 -0.017
H 7.02219 0.00905 -2.47510 -0.001 0.021 0.006
H 4.85453 -1.41081 -1.85670 0.012 -0.013 0.024
H 4.68470 0.30341 -2.23108 -0.009 -0.020 -0.016
C -8.09939 0.35674 0.29448 0.000 -0.040 0.039
C -6.68952 0.55631 0.76757 0.139 -0.187 -0.524
N -6.50836 1.05190 1.97106 0.596 0.106 0.123
O -5.75450 0.22499 -0.01796 -0.060 0.098 0.291
H -8.67160 1.27723 0.40291 -0.007 0.004 0.002
H -8.58042 -0.41428 0.89752 -0.016 -0.001 0.001
H -8.10137 0.04772 -0.74583 0.009 0.014 0.008
H -7.30345 1.29792 2.53624 0.046 0.035 0.022
H -5.55934 1.27024 2.29044 -0.147 -0.013 -0.074
C -4.88925 -2.47628 -1.33386 -0.020 -0.038 -0.123
P -3.82115 -1.06917 -1.73090 0.096 0.013 0.124
C -4.53926 -0.26395 -3.18056 -0.024 -0.025 0.032
C -2.23161 -1.76296 -2.24261 0.008 0.139 0.111
C -1.60676 -2.69750 -1.41678 -0.047 -0.030 0.018
C -0.35872 -3.19776 -1.74738 0.015 -0.044 -0.048
C 0.27948 -2.76539 -2.90387 -0.048 -0.096 -0.019
C -0.33158 -1.83107 -3.72502 -0.016 0.007 -0.007
C -1.58120 -1.32330 -3.39193 -0.012 -0.021 -0.040
H -4.59519 -2.90830 -0.37884 0.013 -0.015 -0.009
H -4.83279 -3.23900 -2.11028 -0.006 0.016 -0.022
H -5.91295 -2.11461 -1.24699 0.027 0.003 0.031
H -4.45971 -0.90137 -4.06108 -0.044 -0.014 0.000
H -4.04464 0.68818 -3.36575 0.023 -0.014 -0.025
H -5.58940 -0.06608 -2.96812 0.007 0.019 0.013
H -2.09844 -3.04722 -0.51623 0.012 0.029 0.015
H 0.11186 -3.93448 -1.10978 -0.006 -0.008 0.004
H 1.24796 -3.16866 -3.16903 -0.015 0.010 -0.001
H 0.15626 -1.50089 -4.63250 0.001 0.007 0.004
H -2.04759 -0.59812 -4.04600 0.011 0.013 0.010
```
Positions in Å, forces in eV/Å.

Calculated values
net charge = +2
Kohn-Sham gap = 8.38 eV
highest occupied orbital energy = -13.368 eV
total energy = -57139.957 eV
2S+1 = 1
ΔE to the lowest compared entry with this formula, charge and spin = 0.0 kJ/mol

=====

5.
ORCA calculation (ωB97M-V with the def2-TZVPD basis set) on a structure of composition C21H49NO13S at a distorted geometry.

```
85
Properties=species:S:1:pos:R:3:forces:R:3
N 0.46846 -0.29173 -2.23725 0.001 0.220 -0.310
C -0.16020 0.93600 -1.86019 0.056 -0.393 -0.272
C -0.64775 0.91174 -0.40662 0.139 -0.574 0.367
C -0.21007 -0.34990 0.31227 -0.538 -0.311 -0.815
C -1.19643 -1.49728 0.38206 2.112 1.573 -1.402
O -0.87819 -0.66644 1.48962 -0.422 -0.207 0.746
C 0.71922 2.15834 -2.21160 0.393 0.847 0.624
O 0.05283 2.92661 -3.23367 -0.105 -0.151 -0.174
S -0.90535 1.92801 -4.00753 0.132 -0.088 -0.957
O -0.09649 1.09436 -4.84364 0.043 -0.143 0.340
O -2.00109 2.59080 -4.60869 -0.029 0.280 0.517
O -1.36164 1.14930 -2.72218 -0.129 0.139 0.207
H 0.78686 -0.21271 -3.19971 0.096 0.009 0.039
H -0.23756 -1.02343 -2.24494 0.127 -0.100 0.267
H -1.73686 0.88393 -0.38301 -0.015 0.436 -0.041
H -0.27413 1.77866 0.13832 -0.185 0.149 -0.078
H 0.83922 -0.61525 0.24531 0.050 0.087 0.292
H -2.07493 -1.23574 -0.19372 -0.488 -0.656 0.403
H -0.61265 -2.39735 0.22928 -0.859 -0.681 0.592
H 0.81005 2.84512 -1.37113 -0.137 -0.067 0.067
H 1.74242 1.91688 -2.49817 -0.195 -0.368 -0.374
C 1.95317 0.71831 7.10071 -0.008 -0.012 0.011
O 0.58178 0.58655 6.78032 0.050 -0.015 -0.059
C 0.06743 1.66893 6.02350 -0.085 -0.063 0.099
C -0.03400 1.33472 4.55178 0.026 0.072 -0.127
O 1.24255 1.13271 3.96636 0.018 0.042 0.039
C 1.57889 -0.23316 3.79340 0.109 -0.006 -0.059
H 2.29467 -0.24676 7.47143 -0.019 0.002 0.025
H 2.54732 0.99419 6.22604 0.003 -0.002 0.000
H 2.09993 1.46895 7.88520 0.019 0.021 -0.021
H 0.68470 2.56270 6.16450 0.009 -0.001 -0.018
H -0.93497 1.88649 6.40456 0.000 0.025 -0.014
H -0.50462 2.17572 4.03216 -0.025 -0.009 0.010
H -0.66612 0.45409 4.40404 0.003 -0.006 0.012
H 1.02886 -0.66215 2.95214 -0.050 -0.057 0.064
H 1.37659 -0.81529 4.69554 -0.011 0.003 0.001
H 2.64695 -0.27561 3.58000 0.000 0.016 -0.002
C 2.78162 3.86206 1.42175 -0.181 -0.184 0.038
O 2.09250 4.80696 0.62101 0.136 0.003 -0.087
C 1.72673 5.98735 1.31734 -0.125 -0.051 -0.099
C 2.66232 7.13574 1.01205 0.061 0.085 0.104
O 3.97316 6.89097 1.49059 -0.012 -0.082 -0.016
C 4.87514 6.46341 0.48779 0.013 0.014 0.013
H 3.22412 3.12237 0.75447 -0.015 0.028 -0.044
H 3.57737 4.31693 2.01516 -0.025 0.071 -0.017
H 2.07725 3.34779 2.08502 0.106 -0.013 0.105
H 1.69788 5.80169 2.39583 0.025 0.008 0.003
H 0.71734 6.25902 0.99347 -0.001 0.019 0.023
H 2.29187 8.03433 1.51444 -0.019 0.002 -0.017
H 2.67543 7.33181 -0.06513 -0.006 -0.019 -0.006
H 5.16070 7.29839 -0.16119 -0.014 -0.015 -0.029
H 4.44928 5.66443 -0.12406 0.003 -0.002 -0.001
H 5.76581 6.08971 0.99004 0.006 0.028 0.011
C -6.71103 -2.32126 -3.80897 -0.011 0.008 -0.018
O -6.15508 -1.17022 -4.41367 0.055 -0.065 0.027
C -5.51944 -0.29555 -3.49561 -0.077 0.015 -0.152
C -4.01677 -0.45222 -3.50712 0.096 -0.041 0.181
O -3.60325 -1.73004 -3.03423 -0.010 -0.020 -0.023
C -3.26778 -2.63209 -4.07211 0.007 -0.011 0.028
H -6.96294 -3.01845 -4.60647 -0.022 0.018 -0.010
H -6.00440 -2.80084 -3.12668 -0.002 -0.004 0.001
H -7.62492 -2.07050 -3.25912 0.014 -0.011 0.032
H -5.90670 -0.45535 -2.48362 0.016 -0.007 0.007
H -5.76431 0.72734 -3.79555 0.013 0.012 0.028
H -3.57650 0.28690 -2.83696 -0.074 0.078 -0.045
H -3.62141 -0.27371 -4.51225 -0.032 0.021 -0.011
H -2.30330 -2.36924 -4.52203 -0.018 0.012 -0.037
H -4.03070 -2.64787 -4.85370 0.002 -0.005 -0.004
H -3.19210 -3.62494 -3.63002 0.021 0.007 0.014
C 2.12284 -7.12359 0.57432 0.011 -0.021 -0.006
O 1.73208 -7.19086 -0.78456 0.011 0.091 0.027
C 0.36371 -6.89345 -0.99921 0.074 -0.115 -0.079
C 0.16443 -5.48021 -1.49960 -0.139 0.090 0.041
O 0.53872 -4.51547 -0.52855 0.074 0.031 0.006
C 1.81723 -3.94736 -0.75568 -0.011 0.022 0.013
H 3.21102 -7.14041 0.60045 0.000 -0.028 -0.012
H 1.76876 -6.20667 1.05173 0.001 0.000 0.002
H 1.74370 -7.98693 1.13153 -0.020 0.020 0.021
H -0.21329 -7.05159 -0.08226 -0.005 0.024 0.004
H -0.00788 -7.58933 -1.75732 -0.029 0.006 0.008
H -0.89752 -5.32975 -1.71756 0.001 -0.013 -0.017
H 0.72525 -5.32733 -2.42734 0.021 -0.016 0.007
H 1.78689 -3.23680 -1.58937 0.021 -0.013 -0.013
H 2.56704 -4.71368 -0.96360 0.000 -0.003 0.003
H 2.10027 -3.41179 0.15002 -0.022 0.017 -0.003
```
Positions in Å, forces in eV/Å.

Calculated values
net charge = 0
Kohn-Sham gap = 9.82 eV
highest occupied orbital energy = -9.249 eV
total energy = -61507.432 eV
2S+1 = 1
ΔE to the lowest compared entry with this formula, charge and spin = 16.9 kJ/mol

=====

6.
ORCA calculation (ωB97M-V with the def2-TZVPD basis set) on the ion C4H9N2 with charge +1 at a distorted geometry.

```
15
Properties=species:S:1:pos:R:3:forces:R:3
N 0.57437 1.48985 -1.47033 -0.350 0.721 -0.699
C 0.78217 1.53025 -0.21135 -0.170 -1.275 4.358
N 0.61051 0.51367 0.73748 1.164 4.135 -4.137
C 0.30148 -0.74300 0.20343 -1.460 -0.919 0.365
C -0.50977 -1.66837 1.02810 -0.290 -1.907 -1.433
C -1.23335 -0.77214 0.02873 0.538 -4.020 -3.667
H 0.67500 2.34750 -2.00224 -0.058 -0.213 -0.028
H 0.03789 0.75020 -1.85953 -0.214 -0.891 -0.572
H 1.08334 2.45393 0.27599 0.314 0.075 -0.520
H 1.19059 0.80826 1.47520 0.632 -0.789 1.811
H 0.97959 -1.17975 -0.52407 -0.073 0.259 -0.078
H -0.73522 -1.38287 1.98276 -0.090 0.719 2.536
H -0.38971 -2.82432 0.97283 -0.329 2.387 -0.495
H -1.52300 -1.39132 -0.96925 0.229 1.888 2.494
H -1.84389 0.06810 0.33223 0.156 -0.169 0.065
```
Positions in Å, forces in eV/Å.

Calculated values
net charge = +1
Kohn-Sham gap = 10.73 eV
highest occupied orbital energy = -14.667 eV
total energy = -7265.940 eV
2S+1 = 1
SMILES = [NH2+]=CNC1CC1
ΔE to the lowest compared entry with this formula, charge and spin = 212.5 kJ/mol